1.
Computed, not measured: C31H30BrClI2NO3SiZr as an isolated structure in a non-equilibrium geometry, with ωB97M-V/def2-TZVPD.

Each line ends with the Mulliken charge.
Geometry (Å):
Zr 0.55801 0.45631 0.05374  -0.101
O -1.18033 0.19463 1.52604  -0.580
C -2.17908 0.98594 0.76739  2.202
C -2.13057 0.42267 -0.70346  -0.212
O -3.12250 0.05870 -1.27221  -0.581
O -0.92662 0.43626 -1.17585  -0.125
C -1.65806 2.41179 0.73531  0.298
C -1.26845 3.00891 1.93709  -0.701
C -0.79842 4.31199 1.94645  -0.906
C -0.74938 5.04435 0.77008  -0.503
C -1.18143 4.47392 -0.41747  -0.926
C -1.62462 3.15894 -0.44449  -0.444
C -3.54314 0.80824 1.39319  0.373
C -4.31032 1.86803 1.86236  -0.347
C -5.53643 1.61646 2.45693  -0.956
C -6.00663 0.31886 2.56308  -0.489
C -5.25493 -0.73739 2.07474  -0.929
C -4.02593 -0.49677 1.49072  -0.680
H -1.66858 -0.54592 1.94790  0.501
H -1.37742 2.45849 2.86383  0.673
H -0.49419 4.76670 2.87589  0.469
H -0.39329 6.06369 0.78820  0.458
H -1.19044 5.05735 -1.32404  0.464
H -1.99989 2.74194 -1.36953  0.582
H -3.96284 2.88610 1.76855  0.436
H -6.12699 2.43682 2.83521  0.437
H -6.96672 0.13051 3.01527  0.421
H -5.62573 -1.74833 2.14008  0.424
H -3.45827 -1.32597 1.08111  0.583
C -1.60240 -5.21530 0.66123  -1.041
Si -0.66428 -4.50717 -0.83764  -0.023
C 1.15500 -5.10241 -0.91255  -0.992
C -1.58408 -4.69527 -2.48631  -1.006
C -0.31477 -2.72117 -0.38461  -0.304
C 0.30414 -1.79118 0.11060  0.724
H -1.68080 -6.29536 0.58933  0.372
H -2.61291 -4.82316 0.73411  0.322
H -1.09036 -4.99090 1.59345  0.340
H 1.22312 -6.18623 -0.92977  0.394
H 1.71341 -4.75505 -0.04394  0.285
H 1.66104 -4.72681 -1.80018  0.269
H -1.75315 -5.74784 -2.69523  0.354
H -1.01974 -4.28542 -3.31961  0.329
H -2.55400 -4.20661 -2.47381  0.341
Br 1.48536 1.32229 -5.66833  -0.150
C 2.11659 0.33881 -4.17716  -0.583
C 3.23339 -0.48482 -4.27273  -0.163
C 3.61245 -1.18246 -3.13880  -1.069
C 2.89687 -1.00922 -1.96337  -0.036
N 1.83885 -0.19659 -1.85977  0.537
C 1.44866 0.45185 -2.96347  -0.008
H 3.77296 -0.57615 -5.20260  0.486
H 4.45706 -1.85215 -3.16053  0.509
H 3.19783 -1.55644 -1.07759  0.180
H 0.56524 1.08105 -2.89269  0.442
I 2.20436 -1.64998 1.49112  0.275
I 4.56314 -2.02843 3.07027  -0.263
Cl 1.29913 1.53434 2.35555  -0.107
C 2.91061 1.69912 1.68552  1.144
C 4.01829 1.44627 2.46391  -0.920
C 5.26598 1.45767 1.85586  -0.476
C 5.36385 1.68785 0.49268  -0.797
C 4.23681 1.93761 -0.27139  -0.673
C 2.96227 1.98643 0.31062  0.805
C 1.72259 2.31445 -0.41402  -1.411
H 3.91623 1.22081 3.51295  0.577
H 6.14246 1.24685 2.44365  0.471
H 6.33537 1.69538 0.02410  0.427
H 4.31993 2.11451 -1.33540  0.476
H 1.95329 2.67742 -1.42435  0.624
H 1.18345 3.11013 0.12478  0.501

Atomic forces in eV per Å
Zr 1.38 -0.13 0.75
O -0.70 0.23 -0.10
C -0.66 0.21 -0.44
C -2.63 -0.08 0.92
O 0.58 0.13 -0.10
O 0.36 0.15 -1.33
C 0.10 -0.05 0.23
C -0.20 0.19 -0.17
C -0.12 -0.11 0.09
C -0.01 -0.09 -0.04
C -0.09 -0.07 -0.03
C -0.15 0.19 0.21
C 0.23 -0.11 -0.01
C 0.18 -0.14 -0.03
C -0.05 -0.03 -0.03
C -0.03 0.05 0.00
C 0.07 -0.09 0.02
C -0.04 0.12 0.08
H 0.61 0.22 -0.36
H 0.11 -0.02 -0.02
H 0.04 0.03 0.12
H 0.02 0.07 -0.03
H 0.04 0.05 -0.12
H 0.09 -0.01 -0.06
H 0.07 0.05 -0.01
H -0.05 0.07 0.00
H -0.12 -0.03 0.07
H -0.06 -0.09 0.02
H -0.01 -0.03 -0.05
C 0.34 0.18 -0.63
Si 0.23 -0.25 0.06
C -0.73 0.01 0.02
C 0.32 0.12 0.64
C -0.03 -0.51 0.04
C -0.09 -0.07 -0.42
H -0.01 -0.23 -0.07
H -0.14 0.12 -0.08
H 0.16 0.09 0.05
H -0.02 -0.21 -0.03
H -0.07 0.06 0.11
H -0.06 0.09 -0.12
H 0.00 -0.20 0.02
H 0.16 0.09 -0.03
H -0.13 0.10 0.10
Br 0.13 -0.20 0.29
C -0.09 0.02 0.09
C -0.31 0.16 0.13
C -0.25 0.20 0.02
C 0.27 -0.27 0.13
N 0.06 0.11 -0.15
C -0.08 0.18 -0.56
H 0.03 -0.02 -0.07
H 0.06 -0.05 0.06
H -0.10 0.15 -0.06
H 0.21 -0.09 -0.01
I 0.94 -1.31 0.79
I -0.46 0.20 -0.26
Cl 0.18 0.41 0.73
C 0.48 0.08 -0.60
C 0.06 0.06 0.03
C -0.27 0.05 0.00
C 0.00 0.03 -0.03
C -0.32 -0.05 0.11
C 0.48 0.07 0.54
C 0.04 0.50 -0.56
H -0.03 -0.03 0.11
H 0.14 0.00 0.09
H 0.10 -0.06 -0.08
H 0.05 0.10 -0.05
H -0.21 -0.19 0.23
H 0.00 -0.11 -0.13

For the maximum force, the calculation gives 2.79 eV/A. The HOMO energy is -0.39869 hartree. The calculation puts the energy relative to the best compared isomer or geometry (same formula, charge and spin) at 245.8 kJ/mol. The calculation puts the LUMO energy at -0.152 hartree. The charge is +1.



2.
Computed, not measured: C31H30FeNO2PSi as an isolated structure in a non-equilibrium geometry, with ωB97M-V/def2-TZVPD.

Each line ends with the Löwdin spin population.
Geometry (Å):
Fe 0.76391 1.23237 -0.39973  3.699
O 1.71418 4.76117 -2.04427  0.015
C 1.29004 3.64797 -1.82724  0.010
O 1.83084 2.78146 -1.05478  0.083
C -0.06094 3.17345 -2.47233  0.004
C -0.79796 3.99645 -3.35992  0.001
C -2.08354 3.63080 -3.70530  0.000
C -2.57533 2.39426 -3.24667  0.001
C -3.90476 1.93729 -3.39662  0.001
C -4.36257 0.72685 -2.88606  0.000
C -3.45487 -0.13123 -2.28038  0.001
C -2.18435 0.30876 -2.06211  0.005
C -1.69840 1.57771 -2.53046  0.005
N -0.47787 1.98879 -2.09851  0.033
H -0.40876 4.96274 -3.68124  0.000
H -2.56976 4.12760 -4.51608  0.000
H -4.65271 2.54051 -3.92609  0.000
H -5.34346 0.30762 -3.03007  0.000
H -3.73927 -1.07486 -1.80109  0.000
H -1.51149 -0.35209 -1.55690  0.004
C 3.84168 -0.63961 4.15377  0.000
C 3.70659 0.38785 3.21073  0.001
C 2.98826 0.19177 2.03195  0.009
C 2.38711 -1.03469 1.73280  0.006
C 2.50571 -2.02966 2.68964  0.000
C 3.23075 -1.85122 3.85435  0.000
Si 1.14120 -1.19441 0.23210  0.034
C 2.05754 -2.36803 -0.86690  0.005
C 2.91957 -1.96655 -1.86910  0.003
C 3.65887 -2.85468 -2.66983  0.000
C 3.36373 -4.19203 -2.56244  0.000
C 2.53333 -4.66948 -1.53641  0.000
C 1.94548 -3.73658 -0.70288  0.001
C -0.46199 -2.07147 0.77880  0.003
C -1.13776 -2.97200 -0.14061  0.001
C -2.34302 -3.50054 0.16808  0.000
C -3.03551 -3.14309 1.37830  0.001
C -2.30323 -2.47706 2.32321  0.000
C -1.03776 -1.91527 2.04504  0.002
H 4.37694 -0.45450 5.11210  0.000
H 4.19533 1.33456 3.49431  0.000
H 2.89448 1.01820 1.37700  0.007
H 2.04387 -2.98030 2.48420  0.000
H 3.13397 -2.68067 4.57752  0.000
H 2.94380 -0.92541 -2.06951  0.004
H 4.21866 -2.48020 -3.48315  0.000
H 3.79795 -4.91830 -3.23946  0.000
H 2.41202 -5.70029 -1.24314  0.000
H 1.42794 -4.15751 0.14040  0.000
H -0.68057 -3.21472 -1.10213  0.000
H -2.74007 -4.23681 -0.46945  0.000
H -3.98750 -3.52193 1.54846  0.000
H -2.66837 -2.34437 3.36113  0.000
H -0.46825 -1.51716 2.89126  0.000
C 0.47801 2.81683 2.66560  0.003
P -0.58795 2.37567 1.28754  0.037
C -1.98569 1.56928 2.04012  0.008
C -1.37847 3.89073 0.73525  0.007
H 0.00573 3.64183 3.23906  0.001
H 1.41263 3.14412 2.31593  0.000
H 0.63135 2.00362 3.40633  0.000
H -2.40144 2.28973 2.73451  0.002
H -1.64289 0.72195 2.59917  0.000
H -2.60200 1.07903 1.31297  0.000
H -2.08514 4.38163 1.44764  0.002
H -1.85182 3.70501 -0.18989  0.000
H -0.62599 4.65911 0.65147  0.000

Atomic forces in eV per Å
Fe 0.03 -0.05 -0.69
O -0.33 0.23 -0.40
C -0.45 0.02 -0.28
O -0.17 -0.83 0.50
C 0.77 0.54 0.16
C -0.79 0.39 0.17
C 1.72 -0.48 -0.44
C -0.55 -0.26 0.20
C -1.66 -0.56 -0.33
C 0.56 0.52 -0.99
C 0.69 -0.10 1.29
C 0.66 0.35 -0.49
C -0.78 -1.47 1.31
N 0.20 0.19 -0.17
H 0.20 -0.43 0.10
H -0.67 0.69 0.06
H 0.54 0.03 0.15
H -0.47 0.64 -0.18
H -0.06 0.26 -0.53
H 0.54 -0.12 0.38
C -0.06 0.22 -0.02
C 0.66 0.02 0.84
C 0.33 -0.50 0.87
C -1.13 0.62 -0.16
C 0.35 -0.04 -0.39
C -0.57 -0.82 1.03
Si 0.62 0.94 0.75
C 0.10 -0.52 -0.63
C 0.24 -0.17 -0.37
C -1.97 0.28 0.63
C 0.20 -1.40 0.30
C 0.54 1.11 0.15
C 0.06 -1.11 0.48
C -0.18 -0.89 -0.25
C 1.43 1.71 0.57
C -1.25 0.69 1.73
C 2.70 -0.41 -1.56
C 0.11 0.98 1.23
C 0.00 -0.94 -0.43
H -0.48 -0.28 -0.89
H -0.43 -0.30 -0.62
H -0.09 0.77 -0.77
H -0.19 -0.31 0.19
H 0.61 0.57 -0.24
H 0.46 0.96 -0.24
H 0.77 0.30 -0.59
H 0.17 0.09 -0.05
H 0.05 -0.28 -0.58
H -0.52 0.10 0.28
H 0.02 0.05 0.34
H -0.81 -0.63 -0.83
H -1.52 -0.63 0.46
H -0.06 -0.08 -0.80
H -0.16 0.29 -0.46
C -1.47 0.22 1.91
P 0.35 -0.59 -0.48
C 0.56 -0.52 0.65
C 0.20 1.34 1.60
H 0.28 -0.27 -0.24
H 1.31 0.44 -0.49
H -0.09 0.19 -0.75
H -0.80 -0.10 -0.10
H 0.44 -0.45 0.61
H -0.89 0.44 -0.47
H 0.20 -0.89 -0.30
H -0.58 0.00 -1.11
H 0.50 0.23 -0.65

For the maximum force, the calculation gives 3.15 eV/A. The HOMO energy (spin up / spin down) is -0.27706 / -0.28880 hartree. The calculation puts the energy relative to the best compared isomer or geometry (same formula, charge and spin) at 106.4 kJ/mol. The calculation puts the LUMO energy (spin up / spin down) at -0.021 / -0.022 hartree. The spin multiplicity is 5. The charge is 0.



Q: Which value of maximum force does entry 2 give?
A: 3.15 eV/A